1.
ORCA calculation (ωB97M-V/def2-TZVPD) on a structure of composition C49H45CdN9OS at a distorted geometry.

Computed properties:
- lowest unoccupied orbital energy (alpha / beta) (hartree) = -0.276 / -0.276
- maximum force (eV Å⁻¹) = 5.14
- gap between HOMO and LUMO (alpha / beta) (eV) = 5.2 / 5.1
- energy relative to the best compared isomer or geometry (same formula, charge and spin) (eV) = 2.908
- total charge = +2

Cartesian coordinates (Å):
Cd1 0.502 0.736 -0.135
C1 -0.217 3.321 3.576
C2 -1.007 3.739 2.373
C3 -2.347 4.346 2.591
C4 -3.006 4.896 1.493
C5 -2.408 4.780 0.220
C6 -1.223 4.073 0.079
N1 -0.539 3.566 1.175
C7 -0.461 4.017 -1.167
C8 -0.758 4.985 -2.181
C9 -0.329 4.818 -3.478
C10 0.629 3.832 -3.673
C11 0.962 2.938 -2.673
N2 0.315 2.949 -1.473
C12 2.023 1.931 -2.900
C13 2.459 1.738 -4.188
C14 3.195 0.611 -4.527
C15 3.763 -0.125 -3.516
C16 3.460 0.256 -2.146
C17 4.190 -0.420 -1.062
N3 2.498 1.156 -1.861
H1 0.785 3.726 3.587
H2 -0.734 3.685 4.483
H3 -0.161 2.174 3.678
H4 -2.804 4.326 3.566
H5 -3.920 5.450 1.562
H6 -2.810 5.344 -0.620
H7 -1.230 5.917 -1.909
H8 -0.704 5.401 -4.332
H9 1.191 3.760 -4.619
H10 2.062 2.298 -5.065
H11 3.245 0.273 -5.623
H12 4.388 -0.996 -3.674
H13 3.525 -1.198 -0.529
H14 5.049 -0.923 -1.521
H15 4.581 0.295 -0.340
C18 -0.819 -1.446 5.561
C19 -0.116 -2.737 5.368
C20 0.325 -3.397 6.509
C21 0.785 -4.702 6.486
C22 0.839 -5.416 5.263
C23 0.524 -4.663 4.147
C24 0.061 -3.341 4.133
N4 -0.451 -2.749 2.912
C25 -0.003 -1.490 2.478
N5 1.288 -1.111 2.806
C26 1.986 0.089 2.586
C27 1.903 0.964 1.514
C28 2.650 2.130 1.487
C29 3.495 2.461 2.544
C30 3.684 1.574 3.598
C31 2.985 0.352 3.562
C32 3.285 -0.720 4.539
N6 -0.653 -0.855 1.538
C33 -1.863 -1.241 1.070
C34 -2.139 -2.489 0.449
C35 -3.485 -2.822 0.137
C36 -4.551 -1.909 0.309
C37 -4.326 -0.586 0.684
C38 -2.949 -0.196 1.119
C39 -2.960 0.693 2.395
H16 -0.128 -0.580 5.457
H17 -1.155 -1.408 6.640
H18 -1.748 -1.296 4.942
H19 0.259 -2.852 7.519
H20 1.124 -5.227 7.378
H21 1.220 -6.400 5.173
H22 0.691 -5.208 3.181
H23 -1.435 -2.910 2.729
H24 1.845 -1.770 3.355
H25 2.554 2.895 0.674
H26 4.019 3.411 2.570
H27 4.413 1.848 4.332
H28 3.915 -0.229 5.253
H29 3.874 -1.578 4.105
H30 2.380 -0.971 5.047
H31 -1.316 -3.227 0.308
H32 -3.706 -3.764 -0.331
H33 -5.529 -2.330 -0.001
H34 -5.106 0.158 0.826
H35 -3.898 1.321 2.317
H36 -2.110 1.394 2.443
H37 -3.119 0.180 3.277
O1 -3.203 1.647 -0.458
N7 -2.369 0.846 -0.020
S1 -1.135 -3.517 -5.189
C40 -0.749 -2.162 -4.106
C41 0.220 -2.499 -3.200
C42 0.325 -1.749 -2.023
N8 -0.296 -0.603 -1.817
C43 -1.197 -0.191 -2.806
C44 -1.455 -0.916 -3.910
C45 -0.911 -2.771 -6.743
C46 -1.821 -3.211 -7.714
C47 -1.746 -2.571 -8.956
N9 -0.838 -1.636 -9.266
C48 -0.068 -1.113 -8.271
C49 -0.019 -1.679 -6.980
H38 1.005 -3.255 -3.408
H39 1.021 -2.049 -1.262
H40 -1.745 0.768 -2.575
H41 -2.075 -0.495 -4.705
H42 -2.475 -4.065 -7.593
H43 -2.341 -2.840 -9.805
H44 0.513 -0.212 -8.536
H45 0.653 -1.251 -6.214

2.
ORCA calculation (ωB97M-V/def2-TZVPD) on a structure of composition C49H46I2N2O5PtSSi at a distorted geometry.

Computed properties:
- lowest unoccupied orbital energy (alpha / beta) (hartree) = 0.127 / 0.127
- maximum force (eV Å⁻¹) = 2.55
- gap between HOMO and LUMO (alpha / beta) (eV) = 5.3 / 5.3
- total charge = -2

Cartesian coordinates (Å):
Pt1 0.454 -0.883 1.029
C1 -3.466 1.255 -3.566
C2 -2.138 1.845 -3.089
C3 -1.739 2.992 -3.991
O1 -2.231 2.327 -1.780
C4 -1.940 1.200 -0.945
C5 -0.767 0.500 -1.712
O2 -1.171 0.802 -3.069
C6 0.772 0.766 -1.543
O3 1.226 0.539 -0.251
C7 1.552 -0.158 -2.522
C8 2.944 -0.089 -2.429
C9 3.760 -0.797 -3.294
C10 3.199 -1.609 -4.278
C11 1.821 -1.729 -4.346
C12 1.001 -1.009 -3.473
C13 1.123 2.229 -1.923
C14 1.457 2.627 -3.217
C15 1.805 3.948 -3.486
C16 1.805 4.892 -2.467
C17 1.485 4.500 -1.170
C18 1.161 3.173 -0.903
C19 -2.014 1.565 0.592
O4 -0.942 1.100 1.335
C20 -3.352 1.003 1.210
C21 -3.633 1.402 2.525
C22 -4.720 0.904 3.222
C23 -5.581 -0.012 2.620
C24 -5.321 -0.419 1.322
C25 -4.217 0.082 0.628
C26 -2.133 3.114 0.792
C27 -1.152 3.768 1.522
C28 -1.250 5.133 1.797
C29 -2.349 5.856 1.355
C30 -3.349 5.201 0.636
C31 -3.242 3.846 0.364
H1 -4.252 2.011 -3.471
H2 -3.745 0.374 -2.980
H3 -3.372 0.963 -4.616
H4 -2.601 3.651 -4.130
H5 -1.415 2.603 -4.960
H6 -0.935 3.560 -3.534
H7 -2.751 0.499 -1.120
H8 -0.875 -0.577 -1.552
H9 3.377 0.544 -1.660
H10 4.840 -0.722 -3.204
H11 3.833 -2.149 -4.973
H12 1.370 -2.380 -5.087
H13 -0.071 -1.105 -3.570
H14 1.446 1.897 -4.019
H15 2.068 4.239 -4.497
H16 2.066 5.925 -2.679
H17 1.493 5.227 -0.363
H18 0.951 2.823 0.101
H19 -2.958 2.097 3.010
H20 -4.888 1.217 4.249
H21 -6.433 -0.410 3.162
H22 -5.974 -1.137 0.836
H23 -4.047 -0.300 -0.371
H24 -0.323 3.178 1.898
H25 -0.465 5.628 2.361
H26 -2.439 6.913 1.581
H27 -4.216 5.756 0.294
H28 -4.034 3.348 -0.183
I1 4.142 -4.119 -1.304
C32 2.119 -4.595 -1.135
C33 1.732 -5.907 -1.416
C34 0.420 -6.286 -1.320
I2 -0.065 -8.275 -1.834
C35 -0.581 -5.360 -0.949
C36 -1.954 -5.662 -0.807
C37 -2.840 -4.676 -0.481
C38 -2.367 -3.364 -0.310
N1 -1.100 -3.054 -0.409
C39 -0.191 -4.009 -0.698
C40 1.215 -3.564 -0.752
O5 1.555 -2.359 -0.512
H29 2.482 -6.629 -1.708
H30 -2.288 -6.678 -0.964
H31 -3.896 -4.896 -0.362
H32 -3.044 -2.549 -0.059
C41 0.467 -2.635 4.664
Si1 1.415 -1.088 4.168
C42 2.781 -0.975 5.482
C43 0.471 0.515 4.453
N2 1.965 -1.178 2.542
C44 3.276 -1.344 2.115
C45 4.234 -2.021 2.907
C46 5.571 -2.103 2.526
C47 6.012 -1.536 1.338
C48 5.078 -0.878 0.537
C49 3.747 -0.787 0.902
H33 0.079 -2.563 5.693
H34 1.119 -3.516 4.594
H35 -0.384 -2.790 3.996
H36 2.346 -0.534 6.390
H37 3.608 -0.329 5.152
H38 3.199 -1.956 5.749
H39 -0.358 0.378 5.162
H40 0.039 0.876 3.515
H41 1.148 1.288 4.845
H42 3.910 -2.480 3.835
H43 6.277 -2.614 3.176
H44 7.050 -1.614 1.037
H45 5.402 -0.417 -0.393
H46 3.041 -0.268 0.271
S1 -1.337 -0.981 2.346

3.
ORCA calculation (ωB97M-V/def2-TZVPD) on a structure of composition C49H46MnN3O6STe at a distorted geometry.

Computed properties:
- lowest unoccupied orbital energy (alpha / beta) (hartree) = 0.076 / 0.043
- spin multiplicity = 6
- maximum force (eV Å⁻¹) = 1.04
- gap between HOMO and LUMO (alpha / beta) (eV) = 5.6 / 6.3
- energy relative to the best compared isomer or geometry (same formula, charge and spin) (eV) = 1.634
- total charge = -1
- <S²> = 8.833

Cartesian coordinates (Å):
Mn1 0.424 -0.457 -1.624
O1 2.503 -0.632 1.855
C1 2.072 -0.535 0.583
O2 0.808 -0.515 0.351
C2 2.992 -0.477 -0.468
C3 4.413 -0.429 -0.489
C4 5.048 -0.414 -1.701
C5 4.326 -0.443 -2.920
C6 2.949 -0.459 -2.828
N1 2.344 -0.480 -1.661
C7 1.929 -0.470 -3.938
O3 2.213 -0.502 -5.114
O4 0.698 -0.476 -3.475
H1 1.728 -0.531 2.424
H2 4.961 -0.400 0.441
H3 6.130 -0.377 -1.729
H4 4.805 -0.434 -3.886
C8 -0.404 2.835 -3.342
C9 0.754 2.197 -2.610
O5 1.911 2.297 -3.025
N2 0.489 1.569 -1.448
Te1 -0.747 3.225 0.243
C10 -1.756 4.346 1.814
C11 -3.096 4.061 2.109
C12 -3.917 3.035 1.371
C13 -3.736 4.745 3.141
C14 -3.088 5.704 3.899
C15 -3.799 6.436 5.002
C16 -1.769 5.995 3.582
C17 -1.103 5.350 2.546
C18 0.306 5.784 2.248
C19 0.882 2.757 1.534
C20 0.659 2.127 2.761
C21 -0.668 1.562 3.193
C22 1.727 1.938 3.640
C23 3.019 2.310 3.316
C24 4.161 2.090 4.265
C25 3.229 2.895 2.077
C26 2.192 3.134 1.182
C27 2.549 3.805 -0.108
H5 -0.236 2.706 -4.410
H6 -0.407 3.902 -3.108
H7 -1.362 2.406 -3.059
H8 -3.315 2.384 0.739
H9 -4.661 3.526 0.740
H10 -4.454 2.397 2.076
H11 -4.771 4.504 3.361
H12 -4.623 5.844 5.400
H13 -4.215 7.380 4.642
H14 -3.120 6.669 5.822
H15 -1.243 6.757 4.149
H16 0.414 6.853 2.436
H17 0.570 5.589 1.210
H18 1.030 5.256 2.871
H19 -0.683 0.487 2.995
H20 -1.515 2.004 2.676
H21 -0.811 1.703 4.266
H22 1.533 1.463 4.597
H23 3.844 1.519 5.137
H24 4.569 3.040 4.615
H25 4.971 1.544 3.779
H26 4.234 3.188 1.793
H27 3.516 4.300 -0.016
H28 1.801 4.548 -0.397
H29 2.612 3.088 -0.925
C28 -3.263 -0.768 -5.563
C29 -3.563 0.282 -4.706
C30 -2.973 0.344 -3.455
C31 -2.072 -0.638 -3.049
C32 -1.779 -1.693 -3.907
C33 -2.373 -1.750 -5.157
N3 -1.500 -0.548 -1.747
C34 -2.402 -0.795 -0.712
C35 -2.140 -0.334 0.584
C36 -3.042 -0.564 1.606
C37 -4.216 -1.269 1.382
C38 -4.478 -1.745 0.105
C39 -3.593 -1.511 -0.930
H30 -3.718 -0.817 -6.543
H31 -4.255 1.056 -5.012
H32 -3.205 1.153 -2.772
H33 -1.082 -2.454 -3.584
H34 -2.130 -2.569 -5.821
H35 -1.230 0.220 0.769
H36 -2.832 -0.172 2.594
H37 -4.911 -1.451 2.191
H38 -5.384 -2.306 -0.092
H39 -3.816 -1.894 -1.915
C40 3.016 -11.273 -0.377
C41 2.688 -9.834 -0.693
O6 3.509 -8.961 -0.754
S1 0.942 -9.584 -0.945
C42 0.849 -7.825 -1.108
C43 1.320 -7.192 -2.251
C44 1.238 -5.818 -2.364
C45 0.672 -5.050 -1.340
C46 0.187 -5.702 -0.202
C47 0.282 -7.075 -0.085
C48 0.589 -3.633 -1.450
C49 0.519 -2.426 -1.539
H40 3.966 -11.530 -0.843
H41 2.233 -11.954 -0.706
H42 3.123 -11.364 0.705
H43 1.755 -7.779 -3.050
H44 1.609 -5.319 -3.249
H45 -0.262 -5.114 0.585
H46 -0.089 -7.573 0.801

4.
ORCA calculation (ωB97M-V/def2-TZVPD) on a cluster of 2 separate species, C49H46N2O2P in total at a distorted geometry.

Computed properties:
- lowest unoccupied orbital energy (hartree) = -0.203
- maximum force (eV Å⁻¹) = 1.65
- gap between HOMO and LUMO (eV) = 3.8
- energy relative to the best compared isomer or geometry (same formula, charge and spin) (eV) = 1.150
- total charge = +1

Cartesian coordinates (Å):
C1 0.058 5.684 -2.679
N1 1.241 5.404 -1.856
C2 1.958 6.593 -1.505
C3 1.357 7.577 -0.700
C4 2.067 8.731 -0.367
C5 3.355 8.932 -0.879
C6 3.932 7.982 -1.730
C7 3.241 6.808 -2.033
C8 1.135 4.343 -0.917
C9 2.006 3.229 -0.987
C10 1.770 2.102 -0.214
C11 0.659 2.018 0.688
C12 0.442 0.845 1.483
C13 0.060 0.813 2.858
C14 0.339 -0.342 3.665
C15 -0.139 -0.477 4.958
C16 -1.017 0.493 5.499
N2 -1.687 0.258 6.731
C17 -3.128 0.002 6.651
C18 -1.267 0.955 7.909
C19 -1.677 2.276 8.158
C20 -1.234 2.937 9.307
C21 -0.430 2.265 10.234
C22 -0.063 0.931 10.016
C23 -0.467 0.282 8.850
C24 -1.252 1.662 4.753
C25 -0.581 1.889 3.557
C26 -0.201 3.153 0.723
C27 0.081 4.311 0.010
H1 -0.420 4.746 -2.987
H2 -0.676 6.315 -2.153
H3 0.380 6.229 -3.575
H4 0.334 7.414 -0.344
H5 1.599 9.470 0.288
H6 3.903 9.837 -0.617
H7 4.918 8.152 -2.164
H8 3.658 6.042 -2.691
H9 2.844 3.262 -1.689
H10 2.459 1.255 -0.260
H11 0.665 -0.119 1.017
H12 0.991 -1.110 3.241
H13 0.120 -1.349 5.566
H14 -3.506 -0.204 7.660
H15 -3.685 0.856 6.231
H16 -3.311 -0.877 6.022
H17 -2.331 2.772 7.433
H18 -1.530 3.976 9.470
H19 -0.091 2.782 11.131
H20 0.535 0.390 10.752
H21 -0.198 -0.756 8.640
H22 -1.963 2.391 5.145
H23 -0.560 2.896 3.156
H24 -1.115 3.113 1.317
H25 -0.529 5.207 0.137
C28 -3.801 -5.023 1.321
C29 -3.163 -5.210 -0.025
O1 -2.144 -4.199 -0.199
C30 -1.789 -4.114 -1.507
C31 -0.689 -3.203 -1.755
P1 0.017 -3.404 -3.326
C32 -0.977 -2.770 -4.696
C33 -0.334 -2.128 -5.768
C34 -1.074 -1.644 -6.849
C35 -2.469 -1.773 -6.865
C36 -3.117 -2.433 -5.814
C37 -2.370 -2.938 -4.746
C38 1.550 -2.477 -3.365
C39 2.776 -3.099 -3.647
C40 3.962 -2.372 -3.534
C41 3.928 -1.019 -3.177
C42 2.700 -0.382 -2.956
C43 1.511 -1.112 -3.037
C44 0.386 -5.109 -3.805
C45 -0.054 -5.618 -5.038
C46 0.227 -6.934 -5.410
C47 0.946 -7.771 -4.546
C48 1.370 -7.282 -3.302
C49 1.087 -5.961 -2.931
O2 -2.395 -4.784 -2.372
H26 -4.466 -5.867 1.489
H27 -3.068 -4.977 2.128
H28 -4.401 -4.113 1.325
H29 -2.694 -6.204 -0.116
H30 -3.927 -5.111 -0.808
H31 -0.195 -2.749 -0.902
H32 0.748 -1.998 -5.751
H33 -0.554 -1.153 -7.672
H34 -3.049 -1.356 -7.692
H35 -4.203 -2.550 -5.818
H36 -2.875 -3.476 -3.948
H37 2.800 -4.145 -3.948
H38 4.916 -2.868 -3.722
H39 4.860 -0.459 -3.067
H40 2.665 0.683 -2.718
H41 0.556 -0.624 -2.837
H42 -0.631 -4.985 -5.712
H43 -0.121 -7.306 -6.376
H44 1.165 -8.804 -4.839
H45 1.923 -7.934 -2.620
H46 1.416 -5.592 -1.957

Q: Which of these has the lowest total charge?
A: C49H46I2N2O5PtSSi